Density functional theory data (ωB97M-V/def2-TZVPD) for 9 unconnected molecules or ions with the total composition C67H151N9O12 in a non-equilibrium geometry.

Calculated values
- Molar mass: 1274.996 g/mol
- Structure (SMILES): CC1(C)CCCC(C)(C)N1O.CC1(C)CCCC(C)(C)N1O.CC1(C)CCCC(C)(C)N1O.CC1(C)CCCC(C)(C)N1O.CC1(C)CCCC(C)(C)N1O.COC[C@H](C)N.COCCNCCOC.COCCNCCOC.COCCNCCOC
- Energy above the lowest of the compared OMol25 structures with the same formula, charge and spin: 613.94 kJ/mol
- Frontier orbital gap: 8.170 eV

Structure (ORCA input):
```
! wB97M-V def2-TZVPD RIJCOSX def2/J DEFGRID3
* xyz 0 1
C 0.778 -0.012 4.338
C 2.343 -0.276 4.310
C 2.550 -1.773 3.890
C 2.980 0.694 3.277
C 4.536 0.914 3.301
C 4.909 1.247 4.762
C 4.424 0.255 5.905
C 5.310 -0.933 5.947
C 4.538 1.134 7.183
N 2.984 0.009 5.655
O 2.380 -0.609 6.669
H 0.214 -0.833 4.782
H 0.622 0.922 4.878
H 0.328 0.127 3.355
H 2.068 -1.991 2.938
H 3.623 -1.931 3.783
H 2.194 -2.542 4.576
H 2.950 0.194 2.309
H 2.419 1.611 3.098
H 4.960 -0.047 3.010
H 4.888 1.609 2.539
H 4.524 2.246 4.964
H 5.993 1.357 4.767
H 5.292 -1.495 5.013
H 5.035 -1.668 6.704
H 6.319 -0.583 6.163
H 3.719 1.853 7.177
H 5.498 1.651 7.208
H 4.453 0.493 8.061
H 2.164 0.109 7.268
C -4.834 -0.588 7.017
C -4.384 0.217 5.772
C -3.997 1.721 6.130
C -3.269 -0.670 5.122
C -3.103 -0.491 3.699
C -4.387 -0.553 2.928
C -5.498 0.402 3.382
C -5.259 1.870 2.802
C -6.792 -0.152 2.768
N -5.579 0.322 4.854
O -6.684 0.917 5.467
H -5.449 0.013 7.687
H -5.483 -1.404 6.702
H -3.975 -0.941 7.588
H -3.578 2.233 5.264
H -4.826 2.208 6.643
H -3.222 1.824 6.889
H -2.299 -0.482 5.583
H -3.566 -1.713 5.234
H -2.677 0.510 3.635
H -2.395 -1.249 3.364
H -4.693 -1.591 2.798
H -4.135 -0.208 1.926
H -6.079 2.533 3.079
H -5.029 1.937 1.739
H -4.491 2.398 3.367
H -7.128 -1.145 3.067
H -6.637 -0.127 1.689
H -7.603 0.546 2.977
H -6.482 1.764 5.062
C 3.282 8.346 2.464
C 3.194 7.103 1.485
C 4.528 6.833 0.745
C 2.865 5.904 2.382
C 2.280 4.650 1.670
C 1.011 5.002 0.794
C 1.358 6.151 -0.202
C 2.205 5.496 -1.331
C 0.057 6.706 -0.799
N 2.071 7.279 0.529
O 2.273 8.405 -0.258
H 3.750 7.986 3.380
H 3.867 9.150 2.018
H 2.294 8.686 2.774
H 4.586 7.366 -0.204
H 5.429 6.943 1.347
H 4.659 5.816 0.373
H 3.836 5.495 2.661
H 2.183 6.156 3.195
H 2.987 4.166 0.996
H 2.029 3.901 2.421
H 0.220 5.439 1.403
H 0.611 4.159 0.230
H 2.345 6.131 -2.205
H 1.625 4.663 -1.729
H 3.128 5.030 -0.984
H -0.569 7.161 -0.031
H -0.519 5.863 -1.181
H 0.287 7.424 -1.587
H 2.044 9.135 0.322
C -5.418 -4.345 1.563
C -4.314 -5.221 0.995
C -3.000 -4.462 1.157
C -4.040 -6.470 1.958
C -5.082 -7.587 1.921
C -5.260 -8.036 0.478
C -5.542 -6.843 -0.512
C -5.370 -7.514 -1.951
C -6.988 -6.444 -0.347
N -4.527 -5.756 -0.319
O -4.598 -4.711 -1.251
H -5.312 -3.946 2.571
H -5.525 -3.483 0.903
H -6.394 -4.824 1.627
H -2.864 -3.703 0.386
H -2.989 -3.911 2.098
H -2.065 -5.014 1.256
H -3.105 -6.979 1.725
H -3.947 -6.240 3.019
H -4.676 -8.402 2.519
H -6.023 -7.289 2.384
H -6.022 -8.816 0.502
H -4.287 -8.439 0.196
H -5.739 -8.539 -1.968
H -4.302 -7.574 -2.160
H -5.901 -6.982 -2.740
H -7.274 -5.456 -0.708
H -7.249 -6.472 0.711
H -7.723 -7.057 -0.869
H -5.394 -4.256 -0.968
C -0.941 -8.324 -3.762
C 0.043 -7.264 -3.134
C 0.946 -7.978 -2.163
C 0.834 -6.851 -4.392
C 1.689 -5.647 -4.156
C 0.829 -4.456 -3.672
C -0.002 -4.820 -2.390
C 0.859 -4.886 -1.089
C -1.091 -3.715 -2.257
N -0.733 -6.114 -2.585
O -1.655 -6.508 -1.639
H -1.714 -8.758 -3.127
H -1.609 -7.912 -4.518
H -0.402 -9.175 -4.177
H 0.584 -7.708 -1.171
H 0.934 -9.067 -2.220
H 1.984 -7.651 -2.112
H 1.493 -7.690 -4.614
H 0.120 -6.509 -5.141
H 2.501 -5.892 -3.471
H 2.236 -5.392 -5.064
H 0.065 -4.287 -4.431
H 1.384 -3.523 -3.575
H 1.478 -5.781 -1.144
H 0.361 -4.971 -0.123
H 1.476 -3.989 -1.050
H -1.650 -3.438 -3.151
H -0.567 -2.785 -2.038
H -1.755 -3.965 -1.429
H -2.473 -6.082 -1.906
C -0.478 -1.278 0.701
O -0.500 -0.465 -0.491
C -0.982 0.900 -0.313
C -1.016 1.714 -1.607
C 0.355 1.825 -2.239
N -1.561 2.956 -1.372
H 0.549 -1.425 1.035
H -0.741 -2.310 0.472
H -0.970 -0.732 1.507
H -2.013 0.924 0.041
H -0.409 1.429 0.448
H -1.662 1.218 -2.331
H 0.858 0.888 -2.480
H 0.955 2.278 -1.450
H 0.295 2.378 -3.177
H -1.445 3.398 -2.273
H -2.556 2.823 -1.259
C -0.706 4.979 -4.265
O -1.713 4.043 -3.852
C -2.991 4.680 -3.570
C -4.148 3.672 -3.758
N -4.194 2.811 -2.563
C -5.322 1.909 -2.590
C -5.100 0.704 -1.726
O -4.101 -0.075 -2.343
C -3.783 -1.270 -1.601
H -1.004 5.515 -5.166
H 0.283 4.564 -4.459
H -0.451 5.579 -3.391
H -3.180 5.453 -4.316
H -2.876 5.075 -2.560
H -3.964 3.039 -4.626
H -5.079 4.223 -3.891
H -3.331 2.286 -2.550
H -5.584 1.520 -3.574
H -6.217 2.418 -2.231
H -6.053 0.178 -1.795
H -4.881 0.998 -0.699
H -2.798 -1.600 -1.931
H -4.411 -2.132 -1.826
H -3.814 -1.073 -0.530
C -1.425 0.484 -5.655
O -0.035 0.286 -5.868
C 0.594 1.217 -6.846
C 1.808 0.546 -7.488
N 2.860 0.473 -6.498
C 3.700 1.653 -6.513
C 4.659 1.748 -5.326
O 4.033 2.316 -4.130
C 3.566 3.681 -4.248
H -2.067 -0.012 -6.383
H -1.698 1.528 -5.504
H -1.758 0.003 -4.735
H 0.776 2.177 -6.364
H -0.129 1.336 -7.653
H 2.126 0.970 -8.441
H 1.451 -0.460 -7.709
H 2.406 0.498 -5.596
H 3.058 2.533 -6.543
H 4.317 1.657 -7.412
H 5.465 2.457 -5.511
H 5.156 0.804 -5.102
H 4.153 4.230 -4.984
H 3.539 4.239 -3.312
H 2.505 3.607 -4.484
C 10.927 3.580 1.074
O 9.768 4.002 0.338
C 8.810 2.973 0.459
C 7.447 3.357 -0.139
N 6.635 2.130 -0.406
C 5.237 2.466 -0.603
C 4.404 1.314 -1.268
O 4.374 0.261 -0.413
C 3.485 -0.766 -0.870
H 11.618 4.406 1.242
H 11.453 2.778 0.557
H 10.649 3.025 1.971
H 8.661 2.704 1.505
H 9.224 2.163 -0.141
H 7.815 3.925 -0.993
H 6.827 4.019 0.466
H 6.772 1.470 0.346
H 5.122 3.396 -1.160
H 4.805 2.700 0.370
H 4.883 1.047 -2.210
H 3.429 1.764 -1.455
H 3.518 -1.022 -1.929
H 2.465 -0.435 -0.677
H 3.682 -1.716 -0.375
*
```

Mulliken population analysis, charges in e, atoms 1 to 2: -1.9088 1.8001

=====

Density functional theory data (ωB97M-V/def2-TZVPD) for a molecular structure, C39H53BrGeInN5O4 in a non-equilibrium geometry.

Calculated values
- Molar mass: 923.216 g/mol
- Energy above the lowest of the compared OMol25 structures with the same formula, charge and spin: 97.26 kJ/mol
- Expectation value of S²: 0.753
- Frontier orbital gap (spin up / spin down): 6.276 / 5.779 eV

Structure (ORCA input):
```
! wB97M-V def2-TZVPD RIJCOSX def2/J DEFGRID3
* xyz 3 2
In -0.210 -0.643 -0.384
C 2.418 1.338 2.220
C 2.054 -0.055 2.711
C 3.274 -0.685 3.369
C 0.871 -0.041 3.666
O 1.692 -0.829 1.521
Ge 1.528 -2.603 1.433
O -0.253 -2.587 1.268
C -1.183 -3.610 1.785
C -1.234 -4.781 0.821
C -0.706 -4.042 3.167
C -2.551 -2.958 1.920
O 2.033 -2.850 -0.245
C 3.386 -3.284 -0.618
C 3.364 -3.519 -2.121
C 3.699 -4.596 0.090
C 4.400 -2.213 -0.250
H 2.634 1.982 3.072
H 3.299 1.293 1.578
H 1.602 1.760 1.648
H 3.516 -0.153 4.288
H 3.072 -1.731 3.624
H 4.139 -0.649 2.707
H 1.018 0.690 4.460
H -0.040 0.198 3.118
H 0.747 -1.025 4.126
H -0.242 -5.224 0.699
H -1.911 -5.548 1.195
H -1.587 -4.453 -0.159
H 0.324 -4.414 3.116
H -0.739 -3.203 3.863
H -1.335 -4.842 3.553
H -2.999 -2.795 0.941
H -3.209 -3.609 2.493
H -2.461 -2.003 2.441
H 2.610 -4.264 -2.378
H 3.161 -2.591 -2.657
H 4.336 -3.889 -2.444
H 2.943 -5.349 -0.137
H 4.672 -4.974 -0.218
H 3.722 -4.440 1.175
H 4.174 -1.270 -0.752
H 4.393 -2.043 0.830
H 5.401 -2.534 -0.533
C -3.078 3.447 -3.683
C -1.945 2.465 -3.592
C -1.028 2.290 -4.626
C 0.035 1.408 -4.488
C 0.119 0.721 -3.300
Br 1.577 -0.409 -2.903
N -0.768 0.810 -2.321
C -1.780 1.673 -2.463
H -2.979 4.082 -4.559
H -3.115 4.084 -2.799
H -4.033 2.922 -3.752
H -1.143 2.848 -5.548
H 0.764 1.268 -5.273
H -2.476 1.722 -1.634
C -0.853 -3.974 -3.391
C -2.210 -3.920 -3.667
C -3.007 -3.008 -2.990
C -2.433 -2.175 -2.043
N -1.119 -2.226 -1.802
C -0.342 -3.106 -2.448
C -3.220 -1.255 -1.188
C -4.600 -1.152 -1.257
C -5.266 -0.352 -0.340
C -4.537 0.327 0.624
C -3.164 0.191 0.623
N -2.527 -0.579 -0.270
H -0.200 -4.670 -3.898
H -2.654 -4.592 -4.390
H -4.064 -2.965 -3.201
H 0.704 -3.109 -2.176
H -5.166 -1.697 -1.997
H -6.345 -0.276 -0.374
H -5.026 0.945 1.364
H -2.541 0.697 1.346
C -0.562 5.981 1.382
N -0.273 4.582 1.725
N 0.077 3.651 0.771
C -0.441 2.433 1.158
O -0.502 1.412 0.381
C -0.959 2.610 2.453
C -0.872 3.951 2.751
C -1.306 4.695 3.964
C 1.180 3.895 -0.119
C 2.015 4.987 0.097
C 3.064 5.242 -0.774
C 3.331 4.381 -1.827
C 2.550 3.248 -1.984
C 1.468 3.009 -1.149
H -0.099 6.244 0.439
H -0.186 6.634 2.166
H -1.639 6.125 1.293
H -1.368 1.839 3.082
H -1.675 4.008 4.719
H -2.093 5.416 3.733
H -0.464 5.252 4.377
H 1.893 5.621 0.962
H 3.677 6.119 -0.619
H 4.148 4.587 -2.505
H 2.779 2.542 -2.773
H 0.853 2.140 -1.287
*
```

Mulliken population analysis, charges in e, atoms 1 to 2: 2.8092 -0.7158

=====

Density functional theory data (ωB97M-V/def2-TZVPD) for a molecular structure, C4H5INO3 in a non-equilibrium geometry.

Calculated values
- Molar mass: 241.992 g/mol
- Energy above the lowest of the compared OMol25 structures with the same formula, charge and spin: 47.57 kJ/mol
- Frontier orbital gap: 6.799 eV

Structure (ORCA input):
```
! wB97M-V def2-TZVPD RIJCOSX def2/J DEFGRID3
* xyz -1 1
C -0.005 1.412 1.664
C 0.208 2.676 -0.433
C 0.193 -0.642 -0.433
C -0.618 0.503 0.030
N -0.520 1.595 -0.794
O 0.642 3.538 -1.166
O 0.951 0.788 2.140
O 0.372 2.639 0.901
I -2.747 0.054 0.239
H -0.966 1.490 2.190
H 1.322 -0.334 -0.323
H 0.191 -0.780 -1.521
H -0.076 -1.624 -0.052
H -0.736 1.577 -1.787
*
```

Mulliken population analysis, charges in e, atoms 1 to 2: 0.2681 0.4750

=====

Density functional theory data (ωB97M-V/def2-TZVPD) for C4H5NO in the gas phase in a non-equilibrium geometry.

Calculated values
- Molar mass: 83.090 g/mol
- Structure (SMILES): C=C1C=NOC1
- Energy above the lowest of the compared OMol25 structures with the same formula, charge and spin: 437.68 kJ/mol
- Frontier orbital gap: 8.651 eV

Structure (ORCA input):
```
! wB97M-V def2-TZVPD RIJCOSX def2/J DEFGRID3
* xyz 0 1
C -1.516 0.077 0.358
C -0.154 0.153 0.340
C 0.929 1.121 0.419
N 1.866 0.807 -0.417
O 1.621 -0.425 -1.000
C 0.412 -0.946 -0.426
H -2.172 0.360 1.160
H -2.003 -0.136 -0.596
H 0.944 2.110 0.866
H -0.603 -1.280 -0.854
H 0.676 -1.839 0.149
*
```

Mulliken population analysis, charges in e, atoms 1 to 2: -0.8769 0.5963